C20H25ClN2O2 | ωB97M-V/def2-TZVPD

CARTESIAN COORDINATES (ANGSTROEM)
H1 -0.40274 -1.13764 -3.89900
N1 0.21867 2.13353 2.15119
H2 1.95869 -2.38906 2.31612
H3 -1.07031 3.44010 3.16756
H4 2.15644 -2.12768 -0.15624
H5 0.54522 -3.17446 -4.38370
H6 0.17759 -0.06072 3.98391
O1 0.97966 -2.87534 -2.37592
C1 -2.15180 -0.44557 -1.11298
H7 2.16157 -3.63150 -3.79327
H8 1.76651 -1.91368 -4.04025
H9 -1.65076 1.75704 3.06191
H10 1.19093 1.44136 -2.22221
H11 1.34791 0.35996 1.97239
N2 -1.26223 1.85959 -3.22874
C2 -1.74514 -0.37594 -2.43619
C3 1.37119 -2.88530 -3.72634
C4 1.25252 1.23113 2.62865
H12 0.62100 2.84647 4.78231
H13 -0.45699 1.64269 -3.80946
C5 2.13606 -3.25876 1.68831
H14 -2.08722 2.99917 1.09679
C6 0.80653 0.82907 4.03484
C7 -0.02671 -2.02938 -1.98960
H15 -0.71249 1.79302 5.28889
C8 -0.82342 2.09654 -1.90075
H16 1.60129 -4.10381 2.11264
C9 -0.76090 2.39148 3.18811
H17 1.64720 0.62846 4.69632
H18 -3.19636 1.12214 -2.94755
Cl1 -1.88077 -1.23616 1.43653
H19 1.82691 1.55695 0.12424
C10 0.82037 1.82252 -0.15965
H20 -2.97282 0.15208 -0.75361
C11 -1.45095 -1.24204 -0.22907
H21 -2.33241 0.46285 -4.35214
C12 -2.23224 0.75611 -3.30561
C13 -0.36678 -2.02542 -0.62297
H22 2.21926 1.75163 2.65815
C14 -1.36339 2.63677 0.38476
C15 -0.11027 2.18946 0.82005
C16 0.46376 1.76942 -1.48991
C17 -0.02935 2.02647 4.47505
C18 -1.71046 2.58462 -0.94870
C19 -0.69816 -1.18392 -2.86204
H23 1.83117 -3.86523 -0.36609
C20 1.64219 -2.99563 0.27330
H24 -2.69631 2.89765 -1.25835
H25 3.19984 -3.47858 1.67370
O2 0.24851 -2.74244 0.35461

Its energy above the lowest of the compared OMol25 structures with the same formula, charge and spin is 181.5 kJ/mol. Its HOMO-LUMO gap is 7.7 eV. As for the SMILES: CCOc1c(Cl)cc(CNc2ccc(N3CCCC3)cc2)cc1OC.

Atom charges from the Mulliken analysis, given in e for atoms 1 to 2: 0.490 -0.005